DFT (ωB97M-V with the def2-TZVPD basis set) results for a molecular structure, C28H22CaClN4STe.

XYZ file:
```
58
Properties=species:S:1:pos:R:3:mulliken_charge:R:1
Ca -0.34869 -0.97919 -0.04952 1.506
C -4.41993 0.75970 3.72094 -0.532
C -3.70986 -0.41080 3.48697 -0.956
C -2.53137 -0.38400 2.76209 -0.035
C -2.02229 0.82049 2.26133 -0.087
C -2.75845 1.99028 2.48436 -0.038
C -3.94032 1.95458 3.20805 -0.633
N -0.86753 0.80176 1.47854 -0.194
C 0.12551 1.65865 1.68422 0.299
C 0.25472 2.51859 2.83205 -0.295
C 1.30669 3.36558 2.99671 -0.805
C 2.35374 3.45262 2.05146 -0.763
C 2.30411 2.63781 0.96049 -0.317
C 1.22810 1.74267 0.75899 0.200
N 1.20344 0.90275 -0.31303 0.636
N 2.10353 1.00566 -1.19848 -1.080
C 1.99776 0.03512 -2.20537 -0.048
C 2.86086 0.17900 -3.29546 -0.531
C 2.81373 -0.76103 -4.30415 -0.306
C 1.91503 -1.81748 -4.20364 -0.812
C 1.10003 -1.88023 -3.08808 -0.382
N 1.13548 -0.98083 -2.10649 0.174
H -5.34718 0.73674 4.28021 0.398
H -4.08150 -1.35861 3.85488 0.407
H -1.98234 -1.30033 2.57626 0.384
H -2.40489 2.92619 2.06969 0.511
H -4.49576 2.87242 3.36388 0.374
H -0.51108 2.45539 3.59238 0.489
H 1.35542 3.97094 3.89539 0.351
H 3.18451 4.12561 2.21546 0.368
H 3.09347 2.63538 0.22213 0.461
H 3.54017 1.01825 -3.31698 0.448
H 3.47037 -0.67462 -5.16070 0.378
H 1.84325 -2.58111 -4.96502 0.386
H 0.37927 -2.68186 -2.96264 0.457
Te -2.58800 -2.10980 -1.85805 -0.274
C -3.97611 -2.26710 -0.27937 -0.097
C -4.09481 -3.25602 0.65804 -0.327
C -5.18759 -3.06183 1.54526 -0.483
C -5.88799 -1.92540 1.27330 -0.515
S -5.21146 -1.09486 -0.06130 -0.202
H -3.41689 -4.09668 0.69881 0.425
H -5.43364 -3.73770 2.35327 0.419
H -6.74263 -1.54259 1.80847 0.393
Cl 3.22666 -2.02693 0.46248 -0.246
C 2.58114 -1.38128 1.97041 0.909
C 3.34056 -0.43094 2.62918 -0.700
C 2.86848 0.13458 3.80009 -0.405
C 1.62427 -0.28139 4.28102 -0.720
C 0.87975 -1.22258 3.61096 -0.404
C 1.31386 -1.83075 2.39819 0.789
C 0.47204 -2.71088 1.65263 -2.306
H 4.29111 -0.13524 2.20408 0.391
H 3.44139 0.89704 4.31091 0.408
H 1.22619 0.14905 5.19331 0.365
H -0.08258 -1.52272 4.00794 0.409
H -0.34862 -3.15180 2.21633 0.329
H 0.96878 -3.42836 1.00389 0.431
```

## Properties
Spin multiplicity: 1
HOMO: -3.7 eV
E_tot: -3103.346785 hartree
Charge: -1



DFT (ωB97M-V with the def2-TZVPD basis set) results for a molecular structure, C28H22Cl3N5O8ReS4Si in a non-equilibrium geometry.

XYZ file:
```
72
Properties=species:S:1:pos:R:3:mulliken_charge:R:1
Re -1.83379 0.18283 0.47821 2.393
C 6.39331 -2.38327 -2.37389 -1.600
C 4.97061 -2.36017 -1.90819 1.104
C 4.58381 -1.34947 -0.96199 -1.117
C 3.30991 -1.19117 -0.56679 -0.795
C 2.23301 -2.12637 -0.91219 0.985
C 2.66641 -3.23057 -1.89899 0.063
C 4.02481 -3.16827 -2.42399 -1.333
S -0.62319 -2.36607 -1.42779 0.164
O 0.41471 -3.06497 1.36771 -0.659
O -0.29279 -2.53147 -2.83229 -0.576
N -1.54689 -0.94137 -1.22569 0.332
C -1.91719 -0.35837 -2.42989 -0.045
C -0.95179 0.03343 -3.37019 0.144
C -1.38339 0.68303 -4.50829 -0.817
C -2.73599 0.90403 -4.70729 -0.466
C -3.61279 0.45043 -3.73629 -0.612
N -3.20609 -0.15987 -2.64579 -0.234
H 6.71461 -1.38767 -2.67209 0.357
H 6.51551 -3.06237 -3.21239 0.371
H 7.03801 -2.71747 -1.56109 0.313
H 5.33631 -0.63537 -0.65769 0.403
H 3.02771 -0.32957 0.02221 0.568
H 1.91581 -3.60227 -2.58699 0.559
H 4.24231 -3.81257 -3.26309 0.374
H 0.09611 -0.12527 -3.17819 0.384
H -0.66219 1.04413 -5.22919 0.411
H -3.09919 1.41323 -5.58499 0.430
H -4.68189 0.57473 -3.81909 0.452
O -0.72719 2.98763 3.40001 -0.728
S -0.94389 2.54123 2.04481 1.692
O 0.20911 1.91073 1.45121 -0.434
O -2.12439 1.62993 1.96141 -0.497
C -1.62389 3.94293 1.15911 -0.351
C -1.98349 5.03923 1.92921 -0.624
C -2.81199 6.01683 1.40681 -0.597
C -3.27459 5.90933 0.10431 -0.667
C -2.89779 4.82623 -0.66959 -0.775
C -2.08269 3.83843 -0.13819 -0.098
S -1.89189 2.37943 -1.16429 1.703
O -0.58209 1.78643 -1.01839 -0.445
O -2.21909 2.78943 -2.49979 -0.704
O -2.94699 1.48603 -0.58379 -0.540
H -1.62519 5.08003 2.94611 0.573
H -3.11649 6.84733 2.02361 0.408
H -3.93629 6.65543 -0.30559 0.401
H -3.23949 4.69723 -1.68459 0.532
N 1.20881 -1.59737 3.03281 -0.050
C 1.53511 -2.35677 1.87651 1.287
C 2.85301 -3.03057 1.81091 -0.885
C 3.26791 -3.67687 0.72081 -0.901
C 2.38891 -3.57137 -0.46189 -0.711
C 0.86831 -1.55977 -0.61839 -0.504
C 0.60621 -1.77667 0.84531 -0.312
N -0.26019 -0.85117 1.52391 -0.299
C 0.12581 -0.82987 2.78311 0.096
C -0.48599 -0.06837 3.84621 -0.951
C 0.20751 0.61033 4.82311 -0.354
S -0.87659 1.44553 5.83111 -0.191
C -2.18499 0.77873 4.91771 -0.166
N -1.83419 0.03713 3.93481 -0.030
H 1.56611 -1.76707 3.95481 0.366
H 3.41411 -3.03497 2.73171 0.444
H 4.20691 -4.20787 0.69631 0.453
H 1.45261 -4.10397 -0.33059 0.780
H 0.80281 -0.49247 -0.84499 1.183
H 1.26981 0.71293 4.93081 0.456
H -3.20799 0.98263 5.15861 0.484
Cl -4.83939 -0.21657 2.53501 -0.310
Si -3.55069 -1.23967 1.36121 0.313
Cl -4.70519 -2.09107 -0.08909 -0.285
Cl -2.94649 -2.84087 2.49431 -0.311
```

## Properties
Spin multiplicity: 2
HOMO (alpha / beta): -8.5 / -8.4 eV
ΔE to the lowest compared entry with this formula, charge and spin: 639.5 kJ/mol
E_tot: -5297.022032 hartree



DFT (ωB97M-V with the def2-TZVPD basis set) results for a molecular structure, C28H22Cl5IrPSe2 in a non-equilibrium geometry.

XYZ file:
```
59
Properties=species:S:1:pos:R:3:mulliken_charge:R:1
Ir 0.94582 -0.22242 -0.28105 -0.106
Cl 3.66623 0.35223 -1.51460 -0.091
C 3.80960 0.20452 0.21079 1.086
C 2.63006 -0.10190 0.90430 -1.620
C 2.75127 -0.18264 2.28229 0.833
Cl 1.32248 -0.56034 3.20448 -0.154
C 3.96023 0.02322 2.94721 -0.068
Cl 4.04751 -0.08061 4.67105 -0.219
C 5.11168 0.31110 2.21856 0.537
Cl 6.61995 0.55845 3.02615 -0.220
C 5.03676 0.40358 0.82924 -0.283
Cl 6.45225 0.76660 -0.09413 -0.219
Se -1.95566 0.04918 0.02016 -0.455
P -1.37848 2.09614 -0.23020 0.263
Se 0.74997 2.40331 -0.44725 -0.466
C -2.02061 3.07850 1.18402 0.817
C -3.34405 2.90599 1.58870 -0.412
C -3.85320 3.64263 2.64953 -0.661
C -3.04118 4.54790 3.32406 -0.388
C -1.72397 4.71501 2.93241 -0.597
C -1.21373 3.98464 1.85984 -0.277
C -2.25751 2.87695 -1.63857 0.728
C -1.66766 3.89411 -2.38167 -0.418
C -2.37408 4.50723 -3.41419 -0.611
C -3.67184 4.11055 -3.70361 -0.379
C -4.26329 3.09713 -2.96274 -0.693
C -3.55704 2.47923 -1.93727 -0.247
H -3.96513 2.17437 1.08584 0.209
H -4.88212 3.50032 2.95892 0.362
H -3.43545 5.10910 4.16377 0.359
H -1.08260 5.40661 3.46603 0.372
H -0.18267 4.10355 1.55057 0.247
H -0.65098 4.19548 -2.15988 0.268
H -1.90246 5.29079 -3.99532 0.372
H -4.21635 4.57818 -4.51683 0.355
H -5.27488 2.77911 -3.18751 0.364
H -4.00242 1.66303 -1.37920 0.255
C 0.72431 -3.73201 -2.88381 -2.393
C 1.14099 -3.12273 -1.53310 2.655
C 2.66875 -3.01892 -1.50983 -1.456
C 0.47810 -1.76162 -1.38539 -1.131
C 0.70810 -4.02151 -0.35389 0.018
C 0.09872 -5.26021 -0.54398 -0.228
C -0.24854 -6.07087 0.53707 -0.843
C 0.00986 -5.65843 1.83400 -0.316
C 0.61770 -4.42201 2.04026 -0.921
C 0.95818 -3.61959 0.96103 0.245
H 0.97979 -3.02822 -3.68035 0.449
H -0.35372 -3.91096 -2.92344 0.508
H 1.24560 -4.67483 -3.08359 0.430
H 3.01809 -2.44179 -2.36950 0.343
H 3.11847 -4.01730 -1.54348 0.431
H 3.00755 -2.51160 -0.60452 0.205
H -0.50179 -1.72594 -1.86235 0.540
H -0.11427 -5.61677 -1.54184 0.373
H -0.72103 -7.03001 0.35403 0.352
H -0.25655 -6.28929 2.67529 0.373
H 0.82584 -4.07326 3.04713 0.399
H 1.40940 -2.65294 1.13631 0.123
```

## Properties
Spin multiplicity: 1
HOMO (alpha / beta): -3.7 / -3.7 eV
ΔE to the lowest compared entry with this formula, charge and spin: 99.8 kJ/mol
E_tot: -8629.735264 hartree
Charge: -1



DFT (ωB97M-V with the def2-TZVPD basis set) results for a molecular structure, C28H22ClF5FeNO3SSi.

XYZ file:
```
63
Properties=species:S:1:pos:R:3:mulliken_charge:R:1
Fe 0.03142 -0.21071 0.38093 1.405
Cl -5.84198 -2.18772 4.95122 -0.212
C -4.79564 -1.79699 3.61860 0.298
C -5.00491 -2.48046 2.39751 -0.857
C -4.17527 -2.17714 1.30769 -0.171
C -3.19407 -1.23634 1.38727 -0.754
O -2.37926 -0.98853 0.33516 -0.545
C -2.91580 -0.45390 2.66045 2.731
C -1.47064 -0.77831 3.04468 -0.395
O -0.51401 -0.27784 2.49715 -0.639
C -3.83153 -0.86783 3.77829 -1.578
H -5.78389 -3.22282 2.31961 0.445
H -4.30622 -2.69409 0.36515 0.487
H -1.31993 -1.51545 3.85040 0.455
H -3.71530 -0.36105 4.72823 0.452
F 4.67411 -2.71773 -4.08695 -0.343
C 3.93996 -2.56280 -2.98339 0.778
C 2.72282 -1.91140 -3.04232 -0.263
F 2.28157 -1.42137 -4.20439 -0.374
C 1.98883 -1.73765 -1.88706 -0.095
F 0.82681 -1.05838 -1.98648 -0.113
C 2.40916 -2.18902 -0.64381 0.607
S 1.48729 -1.96735 0.82950 -0.610
C 3.64184 -2.83640 -0.62163 0.176
F 4.13745 -3.28818 0.53330 -0.415
C 4.39874 -3.02559 -1.76330 0.373
F 5.58383 -3.63554 -1.69025 -0.337
C -3.00542 1.07080 2.43259 -1.564
Si -2.58009 0.14057 -0.95553 0.361
C -2.63307 -0.86918 -2.50825 -1.209
C -4.18645 1.06377 -0.73876 -1.329
N -1.13399 0.97763 -0.68408 1.219
C -0.65970 2.17408 -1.16472 0.201
C -1.39952 3.09360 -1.92016 -0.414
C -0.84912 4.29744 -2.33027 -0.903
C 0.45549 4.63231 -1.99674 -0.661
C 1.21551 3.74024 -1.25154 -0.411
C 0.66149 2.53804 -0.86693 -0.079
O 1.37801 1.61351 -0.09219 -0.755
C 2.67523 1.29344 -0.48991 0.257
C 3.05407 1.29995 -1.82239 0.205
C 4.33676 0.88462 -2.15339 -0.761
C 5.21786 0.46133 -1.16908 -0.598
C 4.81764 0.46528 0.16083 -0.602
C 3.54503 0.89019 0.50837 -0.502
H -2.73758 1.59238 3.35272 0.533
H -2.32579 1.39439 1.64439 0.011
H -4.02756 1.33678 2.17026 0.373
H -3.56012 -1.44188 -2.58444 0.374
H -1.79007 -1.56006 -2.55085 0.243
H -2.57002 -0.21186 -3.37945 0.350
H -4.93691 0.43104 -0.25701 0.438
H -4.58866 1.35711 -1.71080 0.477
H -4.06144 1.96717 -0.14197 0.339
H -2.42335 2.85245 -2.18354 0.373
H -1.44879 4.98199 -2.91649 0.405
H 0.88070 5.57505 -2.31182 0.402
H 2.23885 3.96629 -0.97939 0.512
H 2.35544 1.61171 -2.58763 0.533
H 4.63959 0.88091 -3.19297 0.418
H 6.21182 0.12761 -1.43682 0.453
H 5.49631 0.13066 0.93436 0.438
H 3.20792 0.88481 1.53591 0.367
```

## Properties
Spin multiplicity: 6
HOMO (alpha / beta): -7.7 / -7.9 eV
ΔE to the lowest compared entry with this formula, charge and spin: 88.4 kJ/mol
E_tot: -4271.627329 hartree